This record from the OMol25 dataset describes an isolated molecule of C19H20N2O4. The level of theory is the ωB97M-V functional and the def2-TZVPD basis.

Its HOMO energy is -8.485 eV. The calculation puts the total energy at -1146.40687 a.u. Its total charge is 0. The calculation puts the energy relative to the best compared isomer or geometry (same formula, charge and spin) at 112.0 kcal per mole. The SMILES is CCCOc1ccc(/C=C/C(=O)Nc2ccc([N+](=O)[O-])cc2C)cc1. Its gap between HOMO and LUMO is 8.02 eV.

CARTESIAN COORDINATES (ANGSTROEM)
C: -0.26318 -5.88442 -4.69436
C: 0.46772 -4.56555 -4.91263
C: 1.80760 -4.54242 -4.17247
O: 1.65906 -4.64225 -2.76934
C: 1.24312 -3.57672 -2.04956
C: 1.02548 -3.81975 -0.68728
C: 0.61318 -2.81641 0.15407
C: 0.40036 -1.51764 -0.32502
C: 0.63021 -1.28403 -1.68249
C: 1.04047 -2.28682 -2.53708
H: 1.20240 -2.05079 -3.57707
H: 0.47839 -0.29098 -2.08258
C: -0.03620 -0.42015 0.51164
C: -0.37093 -0.48778 1.80778
C: -0.87068 0.62202 2.63719
O: -1.57612 0.42783 3.60496
N: -0.45592 1.87126 2.22329
C: -0.76434 3.11637 2.74181
C: -1.66373 3.27257 3.80040
C: -1.95934 4.52514 4.28927
C: -1.35489 5.64019 3.72025
C: -0.45689 5.49671 2.66667
C: -0.14972 4.24898 2.16575
C: 0.82121 4.11765 1.02773
H: 1.19536 5.09784 0.74607
H: 1.67526 3.49977 1.30772
H: 0.34197 3.67853 0.15168
H: -0.00539 6.38456 2.24974
N: -1.65359 6.94925 4.21547
O: -2.43969 7.04256 5.13716
O: -1.10399 7.89611 3.68548
H: -2.65235 4.65602 5.10535
H: -2.12055 2.39757 4.23080
H: 0.19468 1.88040 1.45193
H: -0.38257 -1.43347 2.32842
H: -0.11278 0.52533 -0.01576
H: 0.45484 -3.03936 1.19699
H: 1.19183 -4.82004 -0.31956
H: 2.38598 -3.64910 -4.43815
H: 2.39301 -5.42510 -4.44458
H: -0.15780 -3.74341 -4.55926
H: 0.66150 -4.41391 -5.97597
H: -1.23271 -5.86750 -5.18550
H: 0.31524 -6.71252 -5.09740
H: -0.41553 -6.05656 -3.63158

Force components x, y, z for each atom (eV/Å):
C 0.025 0.215 -0.031
C 0.190 -0.184 0.332
C -0.109 0.181 -0.579
O -0.037 -0.081 0.323
C -0.097 0.238 0.248
C 0.037 -0.109 -0.191
C -0.018 0.179 -0.136
C 0.210 -0.347 -0.514
C -0.106 0.012 0.461
C 0.172 -0.360 -0.327
H 0.005 -0.028 -0.087
H -0.019 0.096 -0.013
C -0.230 0.279 0.651
C 0.083 -0.275 -0.476
C 0.028 0.244 -0.034
O 0.008 -0.065 0.037
N 0.318 -0.068 -0.436
C -0.250 0.521 0.313
C 0.016 -0.201 -0.041
C 0.116 0.525 -0.076
C 0.257 -1.302 -0.445
C -0.209 0.167 0.261
C -0.095 -0.146 0.100
C -0.086 0.006 0.114
H 0.047 0.007 -0.054
H 0.095 -0.057 -0.055
H 0.030 -0.058 -0.118
H 0.032 0.003 -0.037
N -0.151 0.644 0.252
O -0.122 0.060 0.148
O 0.064 0.199 -0.052
H -0.025 -0.016 0.026
H -0.004 0.028 0.010
H -0.082 -0.088 0.186
H 0.005 -0.081 0.059
H -0.033 0.112 0.020
H -0.004 -0.055 0.124
H 0.018 -0.114 0.050
H 0.007 -0.099 0.080
H -0.016 0.140 -0.004
H 0.037 0.074 -0.096
H 0.015 0.092 -0.013
H -0.094 -0.080 -0.019
H 0.027 -0.136 -0.030
H -0.056 -0.075 0.069



This record from the OMol25 dataset describes C19H20N2O6Pd as an isolated structure. The level of theory is the ωB97M-V functional and the def2-TZVPD basis.

Its HOMO energy (spin up / spin down) is -8.835 / -8.831 eV. The calculation puts the total energy at -1424.77515 a.u. Its total charge is 0. The calculation puts the energy relative to the best compared isomer or geometry (same formula, charge and spin) at 28.7 kcal per mole. Its gap between HOMO and LUMO (spin up / spin down) is 7.59 / 7.57 eV.

CARTESIAN COORDINATES (ANGSTROEM)
Pd: 1.38766 0.52732 -0.53824
O: 2.10171 1.57553 3.06031
C: 2.28860 1.13436 1.95644
O: 1.26432 0.54441 1.32165
C: 3.71018 0.97751 1.38684
C: 3.96929 -0.52994 1.13608
C: 5.45665 -0.83806 1.26664
C: 6.00794 -0.14149 0.00360
C: 4.72344 0.33704 -0.68028
O: 3.74557 -0.65315 -0.27666
C: 4.16083 1.58436 -0.00126
C: 2.97714 2.14499 -0.79697
O: 2.21621 2.92966 -0.19588
O: 2.71703 1.62889 -1.93541
H: 4.36114 1.35684 2.17303
H: 3.29091 -1.19683 1.66504
H: 5.61842 -1.91436 1.22499
H: 5.88135 -0.46448 2.19714
H: 6.55037 -0.83853 -0.63297
H: 6.67254 0.69034 0.23252
H: 4.74624 0.39794 -1.76282
H: 4.89440 2.37754 0.14690
C: -5.02389 0.75786 -0.87362
N: -3.71749 0.74744 -0.23147
N: -2.80689 -0.20967 -0.67963
C: -1.53375 0.30373 -0.57957
O: -0.51220 -0.38521 -0.77731
C: -1.67772 1.66892 -0.17868
C: -3.00541 1.89854 -0.00980
C: -3.71330 3.16237 0.31646
C: -3.13009 -1.59055 -0.61446
C: -3.93721 -2.07172 0.40748
C: -4.23939 -3.42280 0.44830
C: -3.72169 -4.28299 -0.50808
C: -2.90311 -3.79140 -1.51523
C: -2.61084 -2.43937 -1.58126
H: -5.29418 -0.26773 -1.11124
H: -5.01895 1.35363 -1.78990
H: -5.75681 1.15274 -0.17322
H: -0.85951 2.35218 -0.00363
H: -2.99057 3.92940 0.58201
H: -4.39949 3.02639 1.15182
H: -4.28671 3.51456 -0.54231
H: -4.30947 -1.38998 1.15972
H: -4.86807 -3.80785 1.23918
H: -3.95363 -5.33819 -0.46771
H: -2.49378 -4.46141 -2.25860
H: -1.97782 -2.03875 -2.35992

Force components x, y, z for each atom (eV/Å):
Pd -0.056 -0.172 -0.436
O 0.121 0.096 0.061
C 0.094 -0.067 -0.018
O -0.269 -0.075 0.516
C 0.039 0.021 -0.001
C -0.088 -0.022 0.089
C 0.003 -0.042 0.061
C 0.053 -0.017 -0.061
C -0.010 -0.018 -0.095
O 0.014 0.056 -0.060
C -0.037 -0.049 0.144
C -0.333 -0.082 0.103
O 0.022 0.109 0.110
O 0.448 0.189 -0.673
H -0.112 0.008 0.035
H 0.069 0.027 0.006
H -0.005 -0.001 0.006
H -0.013 0.023 0.003
H -0.009 0.002 0.000
H 0.011 0.030 -0.001
H -0.018 0.015 0.038
H 0.006 -0.041 0.029
C -0.017 -0.008 -0.005
N 0.108 -0.086 0.055
N 0.167 0.196 -0.002
C -0.110 0.378 0.190
O 0.046 -0.278 -0.045
C -0.003 0.022 0.018
C 0.033 -0.131 -0.036
C 0.014 0.045 0.031
C -0.004 -0.055 -0.017
C 0.032 0.036 -0.052
C -0.011 -0.032 0.013
C 0.013 -0.031 -0.031
C -0.009 -0.016 0.015
C -0.008 0.023 0.033
H -0.045 0.030 0.012
H -0.010 -0.038 -0.006
H -0.006 0.041 -0.047
H -0.044 -0.052 -0.008
H 0.007 -0.006 -0.012
H -0.022 -0.016 0.009
H -0.027 0.021 -0.011
H -0.021 -0.001 0.032
H -0.019 0.003 0.021
H -0.004 -0.023 0.005
H 0.002 -0.016 -0.012
H 0.003 0.001 -0.005



This record from the OMol25 dataset describes an isolated molecule of C19H20N2O7S. The level of theory is the ωB97M-V functional and the def2-TZVPD basis.

Its HOMO energy is -8.368 eV. The calculation puts the total energy at -1770.39374 a.u. Its total charge is 0. The calculation puts the energy relative to the best compared isomer or geometry (same formula, charge and spin) at 25.3 kcal per mole. The SMILES is COc1ccc(/C=C/C(=O)OCC(=O)Nc2ccc(S(N)(=O)=O)cc2)cc1OC. Its gap between HOMO and LUMO is 8.03 eV.

CARTESIAN COORDINATES (ANGSTROEM)
C: 7.40719 -4.86146 -1.23279
H: 8.34550 -4.72848 -1.76845
O: 6.92115 -3.56236 -0.99383
C: 5.75058 -3.41757 -0.33345
C: 4.96173 -4.45392 0.14381
C: 3.77770 -4.18980 0.80803
C: 3.34560 -2.88184 1.01506
C: 4.14368 -1.83151 0.53268
C: 5.32618 -2.07873 -0.13032
O: 6.16014 -1.12925 -0.62933
C: 5.81257 0.22345 -0.46535
H: 6.61616 0.79010 -0.93246
H: 4.86693 0.46000 -0.96438
H: 5.74540 0.49717 0.59278
H: 3.81886 -0.81728 0.69102
C: 2.10537 -2.65763 1.71236
C: 1.52086 -1.48183 2.00102
C: 0.25786 -1.44776 2.72640
O: -0.37246 -2.39585 3.12335
O: -0.15254 -0.15817 2.90642
C: -1.36746 0.04588 3.60598
C: -2.43235 0.75995 2.77153
O: -3.49883 1.06153 3.25137
N: -2.03550 0.99406 1.49304
C: -2.72635 1.61078 0.45400
C: -4.01162 2.13013 0.61175
C: -4.63989 2.73378 -0.46193
C: -3.99331 2.81681 -1.67868
C: -2.72088 2.30869 -1.85028
C: -2.08434 1.70626 -0.78349
H: -1.08725 1.30638 -0.90088
H: -2.24677 2.40582 -2.81349
S: -4.82290 3.55530 -3.06662
O: -5.78778 4.50988 -2.60496
O: -3.85648 3.94781 -4.05129
N: -5.65764 2.22093 -3.67443
H: -5.39018 2.01619 -4.62334
H: -6.65458 2.33606 -3.59108
H: -5.62650 3.15710 -0.36615
H: -4.49964 2.05674 1.56927
H: -1.09468 0.68721 1.27198
H: -1.77029 -0.92363 3.92725
H: -1.16328 0.65088 4.49481
H: 1.93678 -0.52285 1.73670
H: 1.58272 -3.54810 2.04174
H: 3.18013 -5.01201 1.17108
H: 5.26510 -5.47858 0.00128
H: 7.59712 -5.39814 -0.29787
H: 6.71594 -5.44180 -1.85217

Force components x, y, z for each atom (eV/Å):
C 0.080 -0.273 -0.039
H -0.069 -0.056 0.040
O -0.251 0.351 0.134
C -0.054 0.035 0.027
C 0.428 0.037 -0.245
C -0.326 0.450 0.172
C 0.618 -0.376 -0.338
C 0.092 -0.032 -0.047
C 0.124 0.011 -0.075
O -0.020 -0.441 0.025
C -0.069 0.228 0.034
H -0.085 0.004 0.047
H 0.025 -0.017 0.032
H -0.013 -0.019 -0.038
H 0.022 0.161 -0.017
C -0.656 0.457 0.334
C 0.402 -0.318 -0.195
C -0.359 -0.448 0.186
O 0.109 0.155 -0.049
O 0.192 0.212 -0.121
C -0.478 -0.249 0.498
C 0.503 -0.182 0.008
O -0.154 0.010 0.193
N 0.513 -0.149 -0.227
C -0.312 0.191 -0.241
C -0.049 -0.027 0.097
C 0.042 0.037 -0.013
C -0.210 0.389 -0.387
C 0.136 -0.013 0.005
C -0.140 0.024 0.065
H 0.102 -0.033 -0.028
H 0.153 -0.035 -0.078
S -0.394 -0.517 -0.344
O -0.023 -0.279 0.266
O 0.131 -0.323 0.125
N 0.400 0.581 0.303
H 0.167 0.036 -0.198
H -0.203 0.121 0.094
H -0.134 0.032 0.124
H -0.016 0.017 -0.005
H -0.234 0.068 0.130
H 0.008 0.301 -0.071
H -0.043 -0.044 -0.171
H 0.129 0.068 -0.070
H -0.068 -0.050 0.044
H -0.081 -0.079 0.049
H 0.072 -0.072 -0.039
H -0.024 0.026 -0.034
H 0.017 0.028 0.038



This record from the OMol25 dataset describes an isolated molecule of C19H20N4O2. The level of theory is the ωB97M-V functional and the def2-TZVPD basis.

Its HOMO energy is -7.095 eV. The calculation puts the total energy at -1105.04731 a.u. Its total charge is 0. The calculation puts the energy relative to the best compared isomer or geometry (same formula, charge and spin) at 328.0 kcal per mole. The SMILES is COc1cccc(N2CCN(C(=O)c3ccc4nc[nH]c4c3)CC2)c1. Its gap between HOMO and LUMO is 7.28 eV.

CARTESIAN COORDINATES (ANGSTROEM)
C: 2.81554 4.36801 0.15909
H: 2.24477 4.49535 0.92346
O: 2.61204 3.29429 -0.67584
C: 2.59078 1.96809 -0.03267
C: 2.93732 1.65083 1.16748
C: 2.90909 0.45582 1.88372
C: 2.54222 -0.68491 1.23711
C: 2.20760 -0.37732 -0.38129
C: 2.15847 0.91885 -0.87852
H: 1.99863 1.03225 -1.82477
N: 1.85085 -1.27356 -1.06620
C: 0.67593 -1.27197 -2.08652
H: 1.08332 -1.95470 -3.07710
C: -0.41310 -2.06789 -1.38285
N: -0.25216 -2.41771 -0.14151
C: -0.88663 -1.72929 1.11788
O: -0.53086 -2.07810 2.21454
C: -1.83837 -0.70200 0.65339
C: -3.05381 -0.80136 0.59237
C: -4.04630 0.16867 0.42760
N: -5.43037 0.21773 0.17695
C: -5.78065 1.58502 0.00003
N: -4.61581 2.31820 -0.33497
C: -3.60504 1.43813 0.06380
C: -2.17644 1.80418 -0.41170
C: -1.23739 0.63146 0.16699
H: -0.24269 0.58717 0.15783
H: -1.76505 2.76003 -0.50619
H: -6.74823 1.80577 -0.16599
H: -6.01103 -0.53131 0.59117
H: -3.51046 -1.76123 0.93100
C: 0.84803 -3.29810 0.13931
C: 2.10343 -2.78842 -0.59433
H: 2.11025 -3.59144 -1.52718
H: 2.98231 -2.98613 -0.07252
H: 1.13529 -2.97756 1.36925
H: 0.63424 -4.30636 -0.12064
H: -1.35977 -1.57999 -1.30978
H: -0.54126 -3.08401 -1.90117
H: 0.39245 -0.19435 -2.01241
H: 2.74815 -1.60715 1.69081
H: 3.11878 0.47225 3.10062
H: 3.06690 2.62218 1.98015
H: 3.75166 4.21598 0.45532
H: 2.52741 5.25461 -0.69571

Force components x, y, z for each atom (eV/Å):
C -0.241 2.546 -8.109
H -4.203 0.411 4.737
O -1.540 -4.851 0.695
C -1.487 1.456 -5.681
C 1.524 5.190 8.175
C -0.060 -1.005 2.237
C 0.153 3.218 -3.845
C 3.624 7.842 10.079
C 1.823 0.055 6.126
H -0.919 0.943 -5.501
N -3.761 -14.469 -7.554
C 3.095 -0.915 0.542
H -1.332 2.912 2.395
C -2.211 -1.397 -5.376
N 0.790 -0.553 9.822
C 2.402 -2.180 -3.041
O -0.981 0.737 -0.791
C 10.107 5.645 -0.778
C -12.011 -4.414 1.836
C 0.678 2.503 -2.164
N 0.194 0.258 2.178
C 7.360 -1.403 -1.754
N -3.894 -2.779 2.787
C 2.518 3.031 -3.629
C 0.318 -8.280 6.063
C -7.515 1.493 -1.332
H 4.039 0.752 -0.266
H 0.243 1.287 -0.640
H -3.002 1.144 -0.427
H 0.105 1.055 -0.507
H 0.431 0.198 -0.366
C 1.783 3.677 4.497
C -3.030 -0.539 -4.429
H 0.513 2.714 1.436
H 1.534 0.453 0.831
H -1.251 -2.047 -3.377
H -0.165 -1.044 0.330
H -0.802 0.725 -1.552
H -0.223 1.334 -0.386
H 0.172 -0.842 -1.549
H -0.314 -1.436 0.051
H -0.381 -0.120 -3.547
H -0.020 -2.554 -2.511
H 4.404 0.975 1.396
H 1.530 -1.724 2.902



This record from the OMol25 dataset describes an isolated molecule of C19H20N4O5. The level of theory is the ωB97M-V functional and the def2-TZVPD basis.

Its HOMO energy is -7.496 eV. The calculation puts the total energy at -1331.31236 a.u. Its total charge is 0. The calculation puts the energy relative to the best compared isomer or geometry (same formula, charge and spin) at 7.2 kcal per mole. The SMILES is COc1ccc(NC(=O)CNC(=O)N2CC(=O)Nc3ccccc32)cc1OC. Its gap between HOMO and LUMO is 7.99 eV.

CARTESIAN COORDINATES (ANGSTROEM)
C: -2.64509 3.98652 4.89645
O: -2.78674 3.72208 3.52447
C: -1.72446 3.18373 2.85892
C: -0.50331 2.86416 3.42427
C: 0.52317 2.31972 2.66394
C: 0.32755 2.09431 1.31396
C: -0.90118 2.40983 0.72708
C: -1.92786 2.94562 1.47948
O: -3.15651 3.27504 0.99870
C: -3.43168 3.02298 -0.35758
H: -3.34640 1.95777 -0.59665
H: -2.77222 3.59747 -1.01670
H: -4.46060 3.34403 -0.51146
H: -1.03033 2.22174 -0.32744
N: 1.30812 1.55682 0.47051
C: 2.47507 0.96576 0.79983
O: 2.93716 0.84110 1.91430
C: 3.19447 0.40776 -0.44539
N: 2.47961 -0.70550 -1.03929
C: 1.42068 -0.49443 -1.86154
O: 1.04659 0.62444 -2.18327
N: 0.77833 -1.61718 -2.33483
C: 1.14136 -2.94719 -2.08241
C: 2.44383 -3.41999 -2.19107
C: 2.72317 -4.75204 -1.93774
C: 1.70710 -5.62505 -1.58614
C: 0.40243 -5.17264 -1.49991
C: 0.11078 -3.83942 -1.75159
N: -1.18988 -3.35322 -1.65846
C: -1.60914 -2.17578 -2.19742
O: -2.74600 -1.78304 -2.09350
C: -0.51479 -1.44378 -2.96320
H: -0.73898 -0.37603 -3.00191
H: -0.49418 -1.83508 -3.98929
H: -1.89069 -3.93998 -1.22408
H: -0.39631 -5.84801 -1.23195
H: 1.92810 -6.66147 -1.38560
H: 3.73777 -5.10812 -2.02273
H: 3.23083 -2.74444 -2.48839
H: 2.57587 -1.60107 -0.58724
H: 4.18808 0.06614 -0.15256
H: 3.28003 1.19436 -1.19944
H: 1.06079 1.54329 -0.51853
H: 1.46471 2.07203 3.12270
H: -0.32731 3.03422 4.47401
H: -3.59748 4.40870 5.21357
H: -2.44768 3.07222 5.46663
H: -1.84678 4.71162 5.08848

Force components x, y, z for each atom (eV/Å):
C 0.039 0.027 0.185
O 0.040 -0.104 -0.369
C -0.088 0.025 -0.014
C -0.417 0.144 -0.029
C 0.235 -0.122 -0.206
C -0.093 0.095 0.572
C -0.137 0.051 0.003
C -0.055 0.069 0.163
O 0.220 0.015 0.353
C -0.033 -0.049 -0.217
H 0.016 0.036 0.010
H -0.012 -0.029 0.025
H 0.075 -0.035 -0.041
H -0.090 -0.013 -0.129
N -0.282 0.192 -0.389
C 0.318 -0.193 -0.486
O 0.092 -0.007 0.240
C -0.025 0.192 0.125
N 0.098 -0.110 0.131
C 0.163 -0.181 0.122
O -0.027 0.344 -0.167
N -0.271 0.052 -0.090
C 0.136 -0.502 0.127
C -0.123 -0.109 -0.091
C 0.078 -0.010 0.038
C -0.039 0.034 0.026
C 0.049 0.080 -0.058
C 0.424 0.107 -0.054
N -0.140 -0.462 0.337
C 0.109 0.307 -0.153
O -0.143 0.109 -0.093
C -0.289 0.305 -0.222
H -0.048 -0.287 0.011
H -0.026 0.044 0.094
H 0.013 0.189 -0.057
H -0.100 -0.080 0.013
H 0.013 -0.102 0.018
H 0.097 -0.034 -0.011
H 0.051 0.055 -0.036
H -0.048 0.018 -0.077
H -0.134 0.106 0.028
H 0.071 -0.094 0.067
H 0.204 -0.071 0.179
H 0.040 -0.014 0.008
H -0.038 0.038 0.110
H 0.083 -0.024 0.031
H 0.011 0.035 -0.022
H -0.016 -0.039 -0.005